[1]
{
  "formula": "C21H20N5OsS",
  "method": "wB97M-V/def2-TZVPD",
  "max_force_ev_per_a": 0.32,
  "lumo_energy_ev": [-3.378, -4.510],
  "gap_ev": [6.5, 7.0],
  "total_charge": 1,
  "relative_energy_kcal_mol": 21.5,
  "multiplicity": 5,
  "species": ["Os", "C", "C", "C", "C", "C", "C", "N", "N", "C", "C", "C", "C", "C", "C", "H", "H", "H", "H", "H", "H", "H", "H", "H", "N", "C", "C", "C", "C", "C", "C", "H", "H", "H", "H", "H", "S", "C", "N", "C", "C", "N", "H", "H", "H", "H", "H", "H"],
  "coordinates": [[0.877, 0.370, -0.274], [-0.639, 1.010, 5.965], [-0.309, -0.002, 5.059], [0.309, 0.305, 3.871], [0.613, 1.659, 3.570], [0.268, 2.676, 4.494], [-0.350, 2.343, 5.676], [1.231, 2.053, 2.443], [1.547, 1.144, 1.528], [2.813, 0.589, 1.390], [3.945, 0.747, 2.188], [5.061, 0.035, 1.792], [5.039, -0.787, 0.655], [3.901, -0.918, -0.133], [2.763, -0.216, 0.226], [-1.122, 0.755, 6.898], [-0.540, -1.031, 5.297], [0.569, -0.469, 3.161], [0.505, 3.700, 4.242], [-0.613, 3.118, 6.384], [3.947, 1.388, 3.058], [5.973, 0.112, 2.369], [5.939, -1.324, 0.384], [3.916, -1.552, -1.010], [0.155, -0.864, -1.300], [-0.737, -1.727, -1.818], [-0.614, -2.148, -3.157], [-1.556, -3.007, -3.691], [-2.627, -3.457, -2.924], [-2.740, -3.056, -1.593], [-1.805, -2.208, -1.033], [0.227, -1.798, -3.741], [-1.452, -3.338, -4.716], [-3.357, -4.129, -3.352], [-3.557, -3.423, -0.986], [-1.865, -1.905, 0.005], [-0.679, 2.099, -0.894], [-1.516, 1.607, -2.323], [-1.245, 2.082, -3.530], [-2.145, 1.551, -4.557], [-3.012, 0.557, -3.750], [-2.536, 0.770, -2.381], [-0.508, 2.746, -3.691], [-1.577, 1.058, -5.344], [-2.736, 2.352, -4.999], [-2.843, -0.477, -4.045], [-4.074, 0.780, -3.824], [-2.842, 0.233, -1.587]],
  "atomic_forces_ev_per_a": [[-0.09, -0.04, -0.01], [0.00, -0.03, 0.01], [0.00, 0.01, 0.00], [0.00, 0.03, -0.01], [0.01, -0.06, -0.03], [-0.01, -0.02, 0.02], [0.00, 0.04, 0.00], [0.04, 0.12, 0.03], [-0.01, -0.16, -0.28], [-0.03, 0.09, 0.13], [0.03, -0.01, 0.01], [-0.02, 0.01, 0.00], [0.00, 0.00, 0.01], [-0.02, -0.05, 0.00], [0.00, 0.02, 0.02], [0.00, 0.00, 0.00], [0.00, 0.00, 0.00], [0.00, 0.00, 0.01], [0.01, 0.00, -0.01], [0.00, 0.00, 0.00], [-0.01, 0.00, 0.00], [0.01, -0.01, -0.01], [0.00, 0.00, 0.00], [0.00, 0.00, 0.00], [0.01, 0.04, -0.10], [0.05, -0.06, 0.04], [0.02, 0.01, -0.01], [0.01, 0.00, -0.02], [-0.01, 0.02, 0.04], [-0.01, -0.04, -0.05], [0.03, 0.04, 0.02], [-0.01, 0.00, 0.00], [0.00, 0.01, 0.00], [0.00, -0.01, 0.00], [-0.01, 0.00, 0.00], [-0.02, 0.00, 0.00], [-0.04, 0.13, 0.11], [0.06, -0.03, 0.02], [0.02, -0.04, -0.02], [0.01, -0.01, -0.02], [0.00, -0.04, 0.01], [-0.05, 0.04, 0.02], [-0.01, 0.01, 0.02], [-0.01, 0.00, 0.00], [0.00, 0.00, 0.01], [0.01, 0.00, -0.01], [0.01, 0.01, -0.01], [0.03, 0.00, 0.02]],
  "nbo_charge": [0.910, -0.143, -0.223, -0.160, 0.076, -0.154, -0.214, -0.130, -0.337, 0.196, -0.269, -0.166, -0.166, -0.219, -0.255, 0.227, 0.229, 0.217, 0.236, 0.233, 0.240, 0.231, 0.229, 0.229, -0.371, 0.049, -0.183, -0.217, -0.222, -0.185, -0.253, 0.222, 0.228, 0.229, 0.228, 0.228, -0.157, 0.377, -0.555, -0.228, -0.231, -0.550, 0.439, 0.222, 0.220, 0.229, 0.224, 0.443]
}

---

[2]
{
  "formula": "C21H21BO3",
  "method": "wB97M-V/def2-TZVPD",
  "max_force_ev_per_a": 2.27,
  "lumo_energy_ev": 0.701,
  "gap_ev": 9.5,
  "relative_energy_kcal_mol": 0.4,
  "species": ["C", "C", "C", "C", "C", "O", "B", "O", "C", "C", "C", "C", "C", "C", "C", "O", "C", "C", "C", "C", "C", "C", "C", "C", "C", "H", "H", "H", "H", "H", "H", "H", "H", "H", "H", "H", "H", "H", "H", "H", "H", "H", "H", "H", "H", "H"],
  "coordinates": [[-1.178, 1.536, 2.556], [-2.079, 0.473, 2.681], [-2.408, -0.322, 1.597], [-1.931, 0.050, 0.347], [-2.443, -0.662, -0.869], [-1.470, -0.849, -1.910], [-0.361, -1.594, -1.502], [0.845, -1.453, -2.179], [0.796, -0.659, -3.350], [0.710, 0.843, -3.199], [-0.271, 1.596, -3.844], [-0.286, 2.962, -3.740], [0.594, 3.600, -2.889], [1.520, 2.843, -2.212], [1.646, 1.491, -2.405], [-0.387, -2.240, -0.226], [0.871, -2.672, 0.259], [1.146, -2.142, 1.659], [0.827, -2.948, 2.759], [0.956, -2.454, 4.032], [1.340, -1.143, 4.227], [1.671, -0.319, 3.151], [1.592, -0.841, 1.881], [-1.115, 1.194, 0.222], [-0.675, 1.886, 1.338], [-0.844, 2.048, 3.452], [-2.472, 0.226, 3.661], [-3.108, -1.138, 1.715], [-2.755, -1.657, -0.592], [-3.287, -0.130, -1.318], [1.704, -0.889, -3.917], [-0.016, -0.986, -3.973], [-0.989, 1.131, -4.476], [-1.068, 3.486, -4.285], [0.449, 4.651, -2.673], [2.161, 3.305, -1.468], [2.330, 0.888, -1.816], [1.632, -2.273, -0.433], [0.956, -3.758, 0.249], [0.420, -3.921, 2.591], [0.567, -2.993, 4.885], [1.281, -0.721, 5.230], [1.972, 0.710, 3.293], [1.836, -0.198, 1.046], [-0.810, 1.459, -0.756], [0.128, 2.583, 1.203]],
  "atomic_forces_ev_per_a": [[-0.37, -0.40, 1.23], [0.34, 0.03, 0.36], [-0.06, 0.76, 0.03], [-0.07, 1.15, -0.22], [0.02, -0.42, -0.45], [0.98, -0.67, 0.49], [0.15, 0.91, 1.71], [-1.11, -0.05, 0.40], [0.40, 0.15, -1.14], [0.07, -0.40, 0.32], [0.93, -0.58, -0.01], [-0.67, 0.36, -0.19], [-0.58, 0.36, 0.10], [0.95, 0.69, 0.84], [-0.75, -0.72, 0.19], [-0.22, 0.54, -2.20], [1.42, 0.60, 0.07], [-0.55, -0.49, 0.00], [0.29, 0.59, -0.85], [-0.64, 0.42, 0.58], [0.02, 0.85, 0.34], [0.03, -0.53, 0.51], [-0.05, -0.12, -0.58], [-0.65, -1.43, 0.42], [0.14, -0.53, -1.05], [-0.09, 0.03, -0.02], [0.04, 0.02, -0.01], [0.14, -0.18, -0.05], [-0.52, -0.23, 0.34], [0.15, -0.02, 0.02], [0.06, -0.02, 0.18], [-0.54, -0.16, -0.30], [-0.50, -0.53, -0.32], [0.25, 0.19, 0.19], [0.31, 0.03, -0.11], [0.04, 0.16, -0.15], [0.18, 0.18, -0.16], [-0.03, -0.38, 0.49], [-0.27, -0.10, 0.01], [-0.13, -0.58, -0.09], [0.26, -0.31, 0.02], [0.26, -0.12, -0.16], [-0.02, 0.01, 0.11], [-0.04, -0.05, -0.22], [0.46, 0.34, -0.85], [0.01, 0.64, 0.17]],
  "nbo_charge": [-0.220, -0.198, -0.236, 0.055, -0.096, -0.731, 1.306, -0.725, -0.078, -0.032, -0.209, -0.202, -0.242, -0.146, -0.240, -0.727, -0.084, -0.054, -0.152, -0.234, -0.210, -0.198, -0.205, -0.245, -0.204, 0.210, 0.210, 0.213, 0.189, 0.197, 0.192, 0.183, 0.213, 0.214, 0.216, 0.200, 0.218, 0.202, 0.178, 0.201, 0.211, 0.209, 0.212, 0.211, 0.218, 0.211]
}